# 1
C28H25Cl3F5IMnN2PS | wB97M-V/def2-TZVPD

The energy above the lowest of the compared OMol25 structures with the same formula, charge and spin comes out at 0.0 kJ/mol. Its total charge is -1. As for the spin multiplicity: 6. As for the expectation value of S²: 8.897. The calculation puts the total energy at -5259.6505 a.u.

Element x y z (Å)
I  3.21468  1.51677  -2.61350
Mn  0.71241  0.10931  -0.74475
Cl  -3.61897  3.06029  -2.90181
Cl  -1.08749  4.31481  -3.71978
Cl  -2.09871  4.90684  -0.52381
S  3.16868  1.26130  2.92619
P  -2.02485  0.85124  1.99202
F  -2.95274  -4.93994  0.21933
F  -0.01226  -1.72463  1.94275
F  -2.79504  -3.79070  -2.23806
F  -1.56333  -3.89300  2.30182
F  -1.26700  -1.60198  -2.61306
N  -0.66238  1.54517  -1.38054
N  1.56742  1.24850  0.91543
C  -4.07993  -0.86818  1.22808
C  -1.47449  -3.31870  1.09092
C  -1.89949  0.79551  4.91254
C  3.97198  -1.47701  1.45680
C  2.51503  0.56114  1.48447
C  3.60742  -3.11279  -0.25726
C  2.23913  -1.12232  -0.22632
C  -1.18214  1.17012  3.61824
C  2.58334  -2.34612  -0.79233
C  -1.31250  -2.13725  -1.36758
C  1.05802  4.71135  3.14380
C  -1.25034  2.35956  -1.94507
C  1.97253  3.74900  3.53033
C  0.30276  4.55953  1.97623
C  -2.10706  -3.26423  -1.21283
C  2.10577  2.62045  2.72825
C  -3.12802  2.31419  1.78600
C  -1.96339  3.36949  -2.59383
C  2.94320  -0.70999  0.91032
C  -0.59329  -1.55937  -0.34666
C  -2.18801  -3.85546  0.03307
C  1.56832  0.11998  -2.61997
C  -3.23153  -0.47521  2.43636
C  0.42780  3.43318  1.18888
C  -3.98357  2.78308  2.95719
C  4.30678  -2.68016  0.86604
C  -0.69723  -2.19655  0.87128
C  1.32678  2.44532  1.58031
H  -2.49918  3.13431  1.43327
H  5.10387  -3.28557  1.27859
H  1.99696  -0.81929  -2.95424
H  -3.44642  -1.12660  0.37662
H  4.50673  -1.13792  2.33764
H  -1.29238  1.06242  5.78180
H  -2.64305  -1.33340  2.77343
H  -4.71752  -1.72704  1.44891
H  -0.39559  5.32418  1.65855
H  2.04145  -2.71313  -1.65624
H  -0.23120  0.63054  3.56896
H  -2.86086  1.29913  5.01222
H  -0.91790  2.23197  3.62006
H  -3.36297  3.12125  3.78936
H  0.88105  0.50722  -3.36902
H  -3.87025  -0.19015  3.27640
H  3.86431  -4.06154  -0.71396
H  -4.63885  1.99192  3.33057
H  0.93586  5.60177  3.74802
H  -4.61329  3.62460  2.65961
H  2.57079  3.87208  4.42415
H  -3.76210  2.08529  0.92292
H  -4.72828  -0.04721  0.91436
H  -2.08665  -0.27833  4.96525
H  -0.16213  3.34210  0.28883

=====

# 2
C28H25Cl3IN5O2S2SbSe4W | wB97M-V/def2-TZVPD

The energy above the lowest of the compared OMol25 structures with the same formula, charge and spin comes out at 81.3 kJ/mol. Its total charge is +3. As for the spin multiplicity: 1. The calculation puts the total energy at -13893.0611 a.u.

Element x y z (Å)
W  1.33195  1.18638  -2.62533
I  2.38867  1.31963  -4.97347
Sb  3.91979  -2.57710  0.22986
Se  5.95290  -1.85564  1.02504
Se  2.63005  -0.49930  -1.68464
Se  1.90025  -3.57118  1.23704
Se  2.93100  -4.53846  -0.82870
Cl  -1.10218  1.04380  6.09031
Cl  -0.06548  -3.11792  3.70308
Cl  1.40167  5.71028  5.30836
S  -3.84933  -1.43504  -5.81316
S  0.68628  -2.96256  6.57279
O  1.05615  -0.40681  2.69200
O  0.79989  3.20524  -2.68342
N  -0.45789  0.33378  -3.40780
N  2.49376  4.60403  -3.18827
N  0.07342  1.34063  -0.86765
N  -0.89068  0.86713  1.04485
N  -3.97091  -5.87167  -4.85242
C  0.86622  -2.39844  4.96826
C  0.26385  1.61300  3.80591
C  -1.30964  2.13083  0.69146
C  -0.78795  -0.97607  -3.24984
C  -0.05980  0.22671  3.30796
C  0.20454  3.31471  5.53457
C  2.29865  -1.03552  6.12713
C  2.01574  3.63309  -2.45246
C  1.81707  -1.81504  7.13191
C  -3.02292  -5.37494  -5.64173
C  -1.80075  -1.57606  -3.93982
C  2.13963  -0.64260  3.59631
C  -4.88193  -5.04020  -4.36166
C  -2.55715  -0.83003  -4.86518
C  -0.72395  2.42090  -0.49143
C  -0.13723  2.05503  5.06584
C  -1.21462  1.06552  -4.27063
C  -4.87940  -3.67029  -4.60996
C  -2.92602  -4.02724  -5.96193
C  -0.06155  0.43041  0.10857
C  2.69718  2.71296  -1.57665
C  1.37978  3.74093  3.47176
C  -3.86826  -3.17005  -5.41234
C  -1.19779  0.16891  2.29861
C  -2.23174  0.53780  -5.00441
C  0.96290  4.15120  4.73241
C  1.02915  2.47975  3.02807
C  1.75665  -1.36893  4.85302
H  -2.31281  -6.08511  -6.04871
H  -5.65354  -5.47873  -3.74022
H  -2.09025  0.63052  2.71673
H  -1.99175  2.69684  1.30251
H  -0.95721  2.11324  -4.36692
H  -1.42223  -0.87111  2.06552
H  1.87715  5.08721  -3.82865
H  -0.82359  3.30252  -1.09536
H  3.77861  2.75362  -1.55062
H  -5.64528  -3.03046  -4.19335
H  1.97872  4.40690  2.86648
H  2.86947  -1.21633  3.01644
H  2.61189  0.30543  3.86807
H  -2.78248  1.17324  -5.68498
H  3.01688  -0.24209  6.28078
H  0.41999  -0.53123  0.15260
H  -0.41492  -0.37727  4.14504
H  2.05575  -1.76846  8.18241
H  -2.15653  -3.67070  -6.63388
H  1.38780  2.13518  2.06311
H  3.37526  5.04364  -2.96465
H  -2.00970  -2.62286  -3.77239
H  -0.11649  3.63717  6.51503
H  -0.19378  -1.53729  -2.54201
H  2.19905  2.61458  -0.61524

=====

# 3
C28H25F2N2O2 | wB97M-V/def2-TZVPD

The energy above the lowest of the compared OMol25 structures with the same formula, charge and spin comes out at 103.3 kJ/mol. Its total charge is +1. As for the spin multiplicity: 1. The calculation puts the total energy at -1541.3998 a.u.

Element x y z (Å)
F  -1.67862  0.85368  -6.33767
F  6.30068  2.40489  -5.90985
O  -5.72261  -1.36044  6.12255
O  -1.34693  -3.71485  -0.48794
N  -1.21638  -1.34047  2.80254
N  0.64266  -2.81665  -1.19601
C  -0.14711  -0.46936  2.87124
C  4.79037  2.07346  -2.58550
C  1.21110  -2.04574  1.58933
C  -2.49738  0.16907  -2.84905
C  7.31890  2.63950  -3.76456
C  2.43772  1.34388  -2.83697
C  -0.30589  1.05838  -4.38231
C  -3.95146  -2.49371  5.04846
C  1.05999  1.40022  -2.25042
C  -1.54944  0.75346  -4.96832
C  -6.65091  -0.24545  6.17977
C  -2.67189  0.37653  -4.22883
C  -4.15178  -0.07679  4.74596
C  4.94685  2.10476  -3.99252
C  1.11721  -0.93462  2.44294
C  -2.89231  -2.50406  4.15624
C  -1.13863  -2.39799  1.92593
C  3.48501  1.73457  -2.06522
C  -0.32159  -3.10058  -0.23325
C  5.91970  2.38817  -1.78183
C  -2.97464  -0.08583  3.98952
C  7.15297  2.66886  -2.36537
C  -4.63677  -1.28297  5.30877
C  -0.02473  -2.56816  1.12824
C  -0.16591  0.89542  -2.99715
C  -2.34320  -1.29524  3.67965
C  -1.25212  0.39534  -2.25040
C  6.19253  2.37435  -4.54036
H  0.51745  1.43761  -4.99145
H  -6.15736  0.66139  6.55841
H  5.82120  2.41033  -0.69260
H  -1.11694  0.26311  -1.16635
H  3.35172  1.83155  -0.97924
H  -2.03435  -3.00253  1.87057
H  2.52896  1.05857  -3.88667
H  -3.34198  -0.14826  -2.22789
H  0.22649  -2.58381  -2.09736
H  -2.58605  0.83373  3.55108
H  -7.11203  -0.06028  5.19751
H  -2.50004  -3.47055  3.83725
H  8.02175  2.90809  -1.74584
H  0.85274  2.44990  -1.94494
H  -0.33729  0.51613  3.32239
H  2.15947  -2.29911  1.11628
H  -3.65756  0.29527  -4.69605
H  4.08239  1.92710  -4.62794
H  2.02854  -0.42755  2.77089
H  1.30299  -2.10276  -0.92240
H  -7.40896  -0.58899  6.88649
H  -4.28232  -3.40537  5.53221
H  1.10923  0.90182  -1.30407
H  -4.68136  0.85944  4.91011
H  8.27790  2.83350  -4.23806

=====

# 4
C28H25F3N10O4PtS2 | wB97M-V/def2-TZVPD

The energy above the lowest of the compared OMol25 structures with the same formula, charge and spin comes out at 47.1 kJ/mol. As for the spin multiplicity: 1. The calculation puts the total energy at -3145.8005 a.u.

Element x y z (Å)
Pt  0.86464  -0.70219  -0.55447
S  -1.17289  1.66533  -0.51808
S  -1.06968  1.53930  -6.60827
F  -4.23704  1.94995  -1.33177
F  -5.56009  0.67312  -0.21446
F  -4.04777  1.80304  0.82074
O  -0.27629  -3.04976  -5.67102
O  1.08657  -1.84999  -6.83258
O  -1.21156  0.13171  -6.32089
O  -1.15294  2.00492  -7.96562
N  1.17209  0.01304  -4.65785
N  0.47215  -1.87721  6.39002
N  0.81900  -0.74833  1.48035
N  0.89349  -0.64234  -2.58296
N  2.83704  -0.36426  -0.45388
N  -1.15173  -0.98262  -0.59542
N  0.99705  0.28985  6.50950
N  0.43055  -2.08209  -5.83834
N  6.34496  1.45664  1.42357
N  5.23099  0.00351  -0.24724
C  -1.92191  0.15215  -0.52875
C  1.04699  0.38098  2.15649
C  3.97875  -0.17326  -0.31103
C  1.03878  0.41686  3.53571
C  -2.31623  1.98115  -4.18999
C  0.47074  -1.65787  -3.39421
C  0.54448  -1.49691  7.71922
C  -3.03086  -2.44869  -0.57961
C  -4.27988  1.09986  -0.29388
C  1.78619  1.66972  -2.87111
C  0.53367  -1.91695  3.53102
C  -3.33603  -0.06655  -0.45064
C  -3.86423  -1.33035  -0.48238
C  0.77734  -0.74779  4.24661
C  0.87331  -0.14020  7.81475
C  1.49177  0.88943  -5.78866
C  0.52726  2.05473  -5.94734
C  0.48189  -1.61499  10.08883
C  -1.68500  -2.21503  -0.61984
C  -2.24394  2.44146  -5.63355
C  5.80309  0.77090  0.66529
C  0.64149  -1.25844  -4.67540
C  1.30027  0.35536  -3.35618
C  0.56568  -1.87677  2.15600
C  0.81404  -0.25011  10.16676
C  0.74463  -0.79701  5.71418
C  1.01631  0.51302  9.03615
C  0.34373  -2.25272  8.87568
H  0.32872  -2.83983  4.05246
H  -3.41942  -3.45481  -0.60629
H  1.27279  1.56221  9.10036
H  0.91373  0.21103  11.14055
H  0.10868  -2.60089  -3.02887
H  0.33401  -2.17002  11.00559
H  -0.96905  -3.02676  -0.67224
H  0.08956  -3.30180  8.80819
H  0.35541  2.58260  -5.01090
H  -1.96488  3.49290  -5.73160
H  -4.93571  -1.46027  -0.42336
H  -3.18285  2.29978  -6.17224
H  0.39406  -2.76159  1.56091
H  0.93341  2.76129  -6.67041
H  2.50256  1.26740  -5.63948
H  -3.10979  2.51408  -3.67203
H  1.23203  1.36426  4.01814
H  -2.52163  0.91312  -4.12804
H  0.97180  2.39630  -2.86368
H  1.22516  1.26365  1.56110
H  1.23201  1.21803  6.20937
H  1.49778  0.27029  -6.67829
H  2.60156  2.04573  -3.48890
H  2.13499  1.55940  -1.84803
H  -1.39578  2.18027  -3.63777

=====

- Look up the energy above the lowest of the compared OMol25 structures with the same formula, charge and spin of the third one.
  103.3 kJ/mol